ORCA calculation (ωB97M-V/def2-TZVPD) on a molecular structure, C24H40BN6RuSe4.

Properties
ΔE to the lowest compared entry with this formula, charge and spin (eV): 0.2129
Molecular weight (g/mol): 840.348
HOMO-LUMO gap (spin up / spin down) (eV): 7.01 / 6.00
E_LUMO (spin up / spin down) (eV): -0.5 / -1.7
Spin multiplicity: 6

Last column: Löwdin charge in e.
Positions of all 76 atoms, in Å:
Ru1 -0.89 0.75 -0.01  0.84
C1 0.60 -4.06 -2.04  -0.01
C2 0.00 -2.70 -2.22  -0.28
C3 -0.72 -2.21 -3.29  0.03
C4 -1.07 -0.89 -2.94  -0.26
N1 -0.56 -0.60 -1.74  -0.01
N2 0.11 -1.71 -1.32  0.01
B1 0.94 -1.72 -0.02  -0.55
N3 0.11 -1.70 1.28  0.02
N4 -0.54 -0.58 1.70  -0.02
C5 -1.01 -0.82 2.91  -0.26
C6 -0.66 -2.13 3.29  0.03
C7 0.03 -2.66 2.22  -0.27
C8 0.63 -4.02 2.07  -0.01
C9 -1.77 0.18 3.75  -0.54
C10 -1.02 0.34 5.08  -0.04
C11 -1.85 1.54 3.07  -0.10
C12 -3.18 -0.35 4.02  -0.03
N5 1.86 -0.48 -0.02  0.03
N6 1.38 0.80 0.01  0.04
C13 2.45 1.60 0.03  -0.23
C14 3.62 0.83 0.00  0.02
C15 3.21 -0.48 -0.03  -0.26
C16 4.04 -1.72 -0.06  -0.02
C17 2.42 3.12 0.07  -0.55
C18 3.13 3.58 1.35  -0.04
C19 3.16 3.67 -1.16  -0.04
C20 1.01 3.65 0.07  -0.15
C21 -1.84 0.07 -3.81  -0.55
C22 -1.11 0.19 -5.15  -0.04
C23 -1.95 1.45 -3.17  -0.11
C24 -3.25 -0.49 -4.04  -0.03
H1 0.34 -4.68 -2.90  0.08
H2 0.22 -4.54 -1.14  0.07
H3 1.69 -4.01 -1.96  0.08
H4 -0.97 -2.73 -4.20  0.12
H5 1.60 -2.72 -0.02  0.11
H6 -0.89 -2.63 4.22  0.12
H7 0.38 -4.62 2.94  0.08
H8 1.72 -3.98 1.98  0.08
H9 0.24 -4.53 1.18  0.07
H10 0.00 0.72 4.92  0.09
H11 -0.94 -0.62 5.61  0.08
H12 -1.55 1.04 5.73  0.09
H13 -0.88 1.86 2.69  0.06
H14 -2.19 2.30 3.78  0.10
H15 -2.56 1.54 2.24  -0.03
H16 -3.15 -1.29 4.58  0.09
H17 -3.71 -0.53 3.08  0.06
H18 -3.75 0.38 4.60  0.09
H19 4.64 1.18 0.01  0.12
H20 5.10 -1.44 -0.07  0.08
H21 3.84 -2.32 -0.96  0.08
H22 3.86 -2.36 0.81  0.08
H23 4.17 3.23 1.38  0.08
H24 2.62 3.20 2.24  0.09
H25 3.14 4.68 1.39  0.09
H26 4.21 3.35 -1.17  0.08
H27 3.13 4.76 -1.15  0.09
H28 2.69 3.31 -2.08  0.09
H29 0.44 3.27 0.92  0.02
H30 0.49 3.38 -0.85  0.02
H31 1.01 4.74 0.14  0.10
H32 -0.10 0.60 -5.01  0.09
H33 -1.66 0.86 -5.81  0.09
H34 -1.01 -0.78 -5.64  0.08
H35 -0.98 1.81 -2.83  0.06
H36 -2.63 1.46 -2.33  -0.02
H37 -2.33 2.17 -3.91  0.10
H38 -3.21 -1.47 -4.54  0.09
H39 -3.83 0.19 -4.67  0.09
H40 -3.78 -0.62 -3.09  0.06
Se1 -3.12 -2.38 -0.03  0.12
Se2 -3.15 -0.18 0.02  0.02
Se3 -4.28 2.84 0.12  0.05
Se4 -2.09 3.11 -0.13  0.09